(1)
The following is a DFT calculation (ωB97M-V/def2-TZVPD) of a 6-piece molecular cluster, C25H45NO3S2 overall.

Last column: Mulliken charge in e.
CARTESIAN COORDINATES (ANGSTROEM)
H -0.871 -0.385 -0.736  -0.17
H 0.274 4.165 -6.504  0.33
C 2.292 3.377 0.002  -1.23
H -2.361 0.400 -1.711  -0.45
H -0.984 3.290 0.459  0.19
H -3.431 -2.121 2.080  0.49
H 1.158 0.159 2.012  0.15
H -2.610 -1.704 0.512  -0.14
H -4.632 -6.619 -1.932  0.23
H -2.551 3.559 0.559  0.61
H -3.341 1.815 -1.370  1.02
H -1.048 0.603 -4.227  0.09
H 0.242 -4.240 1.193  0.47
H 4.614 2.422 1.048  0.41
C 2.680 -0.158 3.255  -0.81
C -0.376 2.314 -5.336  -0.40
H 2.353 0.540 3.984  0.41
N 2.778 1.511 1.570  1.13
C 2.241 1.944 0.302  0.00
C -0.134 1.418 -4.289  -0.02
C -1.821 2.956 0.962  -1.50
H 3.078 3.641 -0.583  0.59
H 2.463 2.642 -2.880  0.62
C 4.256 1.692 1.672  -1.11
H 2.505 4.242 -4.782  0.28
H 2.774 -2.240 3.120  0.29
H 1.872 -1.188 5.867  0.32
H 1.293 4.507 1.738  0.33
H 3.300 4.395 1.748  0.22
C -4.241 -5.463 -2.009  -0.31
C 2.178 0.252 2.020  -0.71
H -1.775 2.077 -1.542  0.21
C -2.539 1.396 -1.156  -0.85
C 2.440 -1.798 5.114  -1.48
C 2.171 3.875 1.344  -0.15
H 3.462 -1.592 5.260  0.41
H -1.337 -3.677 -2.339  0.73
H -1.235 -4.743 0.503  0.55
H -6.062 -4.314 -1.617  0.53
C 0.537 3.454 -5.679  -0.56
H 3.641 -0.248 3.423  0.53
O -0.119 -0.664 -0.253  -0.61
H -5.177 -1.976 -1.718  0.25
C -2.763 -2.499 1.384  -0.63
H 1.255 1.604 0.076  -0.57
S -2.205 1.278 0.541  1.03
C 1.590 3.624 -4.670  -0.54
H 1.090 2.490 2.514  0.46
H 2.035 -2.811 5.221  0.41
H 4.685 0.711 1.512  0.39
H -3.174 -3.371 0.876  0.27
H 1.093 0.800 -2.637  0.43
C 2.119 -1.433 3.655  0.40
S -1.194 -2.732 2.078  0.79
C -0.677 -3.957 0.837  -1.20
C 2.125 2.669 2.300  -1.28
H 2.872 1.346 -0.665  0.33
H -1.734 3.164 1.950  0.48
H -2.880 -1.665 -2.163  -0.11
C -5.138 -4.250 -1.930  -0.56
H -2.132 -6.044 -2.492  0.38
H 4.419 1.681 2.721  0.43
H 2.507 2.719 3.244  0.70
C -4.614 -2.921 -2.055  -0.06
O -3.480 0.966 1.222  -0.76
H -1.290 2.104 -5.788  0.41
O -1.461 -3.642 3.252  -0.80
C 1.805 2.630 -3.630  -0.26
C -2.319 -3.770 -2.310  -0.77
C 0.927 1.470 -3.450  -0.39
H 2.448 -0.672 1.177  0.21
C -3.289 -2.777 -2.212  0.18
C -2.841 -5.241 -2.307  -0.54
H -0.267 -3.358 -0.053  0.17
H 1.551 3.932 -0.514  0.44
H 0.986 -1.562 3.233  -0.37

## Properties
Highest occupied orbital energy = -6.394 eV
E_tot = -2055.842786 a.u.
E_LUMO = -0.256 eV
Frontier orbital gap = 6.1378 eV



(2)
The following is a DFT calculation (ωB97M-V/def2-TZVPD) of C25H46BBrCl2N6NbO5 as an isolated structure.

Last column: Mulliken charge in e.
CARTESIAN COORDINATES (ANGSTROEM)
H 0.125 1.210 0.405  0.09
H -0.921 2.868 -2.588  0.43
H -1.011 -4.039 0.537  0.15
H 7.492 2.963 -0.280  0.14
H -3.128 1.066 -1.279  0.00
H -7.321 -3.161 0.734  0.28
C 3.514 -4.265 1.858  -0.49
B -2.451 2.173 1.381  0.37
H 5.493 0.334 0.785  0.30
H -4.536 8.761 -2.819  0.26
C 4.799 -4.216 1.101  0.29
C -5.655 -4.186 1.565  0.31
C 2.857 -0.744 -2.783  -0.30
O -3.791 1.953 1.875  -0.43
C -1.425 -6.891 1.160  0.40
H -0.298 5.630 -1.800  0.24
H -4.121 9.922 -4.098  0.27
H 2.719 -3.800 1.272  0.06
H 8.746 0.062 1.108  0.22
C -10.088 -5.561 4.687  -0.75
C -0.622 0.042 -2.287  -0.95
H -6.972 -2.758 2.428  0.28
H -0.309 -3.534 2.121  0.22
N -1.416 8.380 -3.380  -0.40
N -0.405 -6.479 1.540  -0.40
H 4.062 1.315 0.248  0.28
H 0.857 -1.058 -3.788  0.47
N 10.892 1.952 2.539  -0.40
C -2.463 8.877 -3.275  0.41
H 3.244 -5.301 2.065  0.31
H 3.495 -1.264 -3.576  0.27
H 1.803 0.498 -4.260  0.24
H -9.877 -4.546 5.024  0.27
N 5.803 -4.178 0.510  -0.44
C 5.020 0.829 -0.129  -0.39
O 5.900 1.726 -0.821  -0.29
N -9.569 -5.774 2.090  -0.44
H -1.268 0.274 -3.199  0.29
C -1.390 5.541 -2.132  -1.14
O -1.637 3.153 2.083  -0.56
H 6.451 2.465 1.138  0.32
C 1.481 -0.193 -3.406  -0.88
H -3.439 -6.583 0.557  0.17
H -1.370 5.340 -3.241  0.36
N -4.601 -4.681 1.464  -0.37
C -3.808 9.507 -3.139  -0.75
Cl -3.627 -1.345 1.027  -0.22
H -1.874 6.519 -1.842  0.25
H 3.620 -3.729 2.802  0.28
H -3.141 -8.123 1.393  0.27
C -2.736 -7.410 0.674  -0.64
H -9.465 -6.259 5.247  0.26
C -1.154 -3.295 1.391  -0.80
C 9.623 0.546 0.676  -0.63
H -2.173 -3.414 1.853  0.32
H 6.252 4.995 0.035  0.37
C -0.900 -1.858 0.768  0.02
H -7.728 -4.315 2.022  -0.03
H 4.616 4.080 0.290  0.27
H 4.225 -1.221 -0.717  0.24
C 4.552 -0.254 -1.211  -0.34
Cl 0.852 -1.505 0.353  -0.08
H -3.769 10.308 -2.400  0.26
H -0.808 3.217 1.571  0.27
H -0.631 -1.088 -2.140  0.51
H 5.460 -0.522 -1.857  0.23
H 0.127 3.383 -1.200  0.28
H -3.739 1.735 2.830  0.25
C 5.609 4.101 -0.247  -1.09
C 10.336 1.336 1.723  0.33
H 5.389 4.190 -1.360  0.26
C -7.005 -3.566 1.695  -0.46
Br -3.788 3.944 -2.040  -0.20
O 0.742 0.533 -2.415  0.16
H 10.287 -0.218 0.271  0.32
H -11.137 -5.790 4.874  0.29
C 6.415 2.751 0.046  -0.17
H -2.604 -7.907 -0.287  0.27
C -1.980 4.297 -1.285  0.27
H 9.303 1.205 -0.132  0.15
H 2.580 -1.536 -2.008  0.16
H -2.045 4.691 -0.218  0.32
O 3.562 0.305 -2.093  -0.23
C -1.904 -0.899 0.531  0.23
C -9.797 -5.681 3.228  0.37
C -0.947 3.098 -1.464  -0.94
Nb -1.489 1.146 -0.436  -0.74

## Properties
Highest occupied orbital energy = -4.414 eV
E_tot = -5260.825597 a.u.
E_LUMO = 1.561 eV
Total charge = -1
Frontier orbital gap = 5.9752 eV



(3)
The following is a DFT calculation (ωB97M-V/def2-TZVPD) of C25H46BNP2Rh as an isolated structure.

Last column: Mulliken charge in e.
CARTESIAN COORDINATES (ANGSTROEM)
P 0.834 -0.874 -3.727  1.06
H 5.515 -0.823 -0.933  0.41
H -0.606 -1.221 -5.676  0.42
C 0.276 -0.587 3.212  1.54
C 3.692 -2.909 -2.090  -1.33
H 4.129 -3.142 -1.116  0.44
H -1.437 -1.686 -4.150  0.39
C 0.670 0.762 -4.588  -1.59
H 0.217 3.479 3.808  0.54
H 2.193 -1.000 -5.752  0.54
C -3.091 1.108 3.618  -1.38
H -0.202 -2.771 -4.856  0.44
C -0.290 -1.926 -0.200  -1.15
H 5.876 -1.137 -2.674  0.41
H 2.899 1.012 3.136  0.33
C -0.487 -1.721 -4.702  -1.36
H 2.204 -2.552 -4.828  0.46
H 5.334 0.486 -2.133  0.39
H -5.336 4.227 2.803  -0.14
C 0.819 0.335 -0.708  0.53
C 0.764 -1.104 -0.246  0.51
C -1.676 0.687 3.378  0.15
H -3.660 -1.330 -0.660  0.58
C 1.951 1.367 3.689  -1.67
C 0.629 0.860 3.245  0.85
H -1.481 3.257 4.272  0.32
C -2.712 -0.987 -0.205  -0.29
H -5.298 5.554 1.287  -0.12
C -1.197 -0.624 3.295  0.71
H -2.226 -2.078 4.523  0.35
C 3.600 -1.041 -4.081  -1.15
C 1.084 -1.666 3.839  -1.73
H -3.748 0.240 3.724  0.38
H -5.951 3.677 0.967  -0.13
C -2.571 0.494 -0.273  -0.63
H 1.545 1.380 -4.358  0.35
H -1.615 -2.707 2.988  0.48
H 1.308 -1.432 4.895  0.29
H 1.705 -1.395 0.300  0.79
H -0.055 1.682 -2.113  0.89
H 0.507 -2.599 3.790  0.45
C -3.725 3.940 1.228  0.09
H -2.767 -1.226 0.871  -0.26
H -0.242 1.273 -4.266  0.45
H 0.995 1.004 0.178  0.40
H 1.712 0.451 -1.336  0.21
C -0.615 1.592 3.315  0.99
H -0.648 0.043 -2.308  -0.77
C -1.600 -1.833 -0.881  -0.49
H 2.083 1.092 4.745  0.29
H -3.479 1.024 0.069  0.45
H -0.196 -2.791 0.499  0.33
H -2.013 -2.846 -0.883  0.70
C -0.387 0.802 -1.542  -0.29
H 3.898 -0.019 -4.385  0.45
C -2.045 -1.828 3.470  -1.99
H -3.410 1.732 2.777  0.11
C -1.615 1.254 -0.798  -1.06
C -0.732 3.045 3.499  -1.52
H -1.083 3.527 2.579  0.18
H 0.621 0.555 -5.663  0.60
H -3.201 1.711 4.534  0.40
H 1.927 2.449 3.532  0.50
B -5.166 4.374 1.597  -0.06
H 4.405 -1.747 -4.362  0.63
H -1.636 2.337 -0.569  0.44
H 4.363 -3.258 -2.885  0.48
H 2.029 -1.819 3.274  0.45
C 5.233 -0.594 -1.966  -1.23
C 2.278 -1.451 -4.744  -0.92
N -2.623 3.643 0.948  -0.66
H -3.037 -1.648 3.040  0.48
P 3.482 -1.080 -2.178  0.59
H 2.728 -3.416 -2.179  0.30
Rh 1.846 -0.048 2.009  -0.83
H -1.494 -1.535 -1.922  -0.73

## Properties
Highest occupied orbital energy (spin up / spin down) = -9.488 / -9.447 eV
Multiplicity = 5
E_tot = -1852.426705 a.u.
E_LUMO (spin up / spin down) = -3.560 / -7.480 eV
Total charge = +1
Frontier orbital gap (spin up / spin down) = 5.9276 / 1.9667 eV



(4)
The following is a DFT calculation (ωB97M-V/def2-TZVPD) of C25H46BaCl2N3O6Si as an isolated structure.

Last column: Mulliken charge in e.
CARTESIAN COORDINATES (ANGSTROEM)
C 2.153 2.234 -7.271  -0.64
H -0.079 -3.212 0.577  0.14
Si -0.736 0.160 -2.732  -0.17
H 0.291 2.425 -2.552  0.24
H 0.952 2.508 -9.045  0.36
H -1.871 -3.356 0.464  0.26
C 0.111 1.020 -7.718  -0.83
C -0.282 -5.168 2.811  -0.95
C -0.419 4.602 -0.138  -0.82
C -2.551 3.323 0.107  -0.86
C 2.245 1.660 5.833  0.49
H -0.591 2.254 -4.087  0.36
H 0.604 -0.055 -0.684  0.28
C -0.618 2.010 -3.012  -0.86
C 0.264 0.300 -6.526  0.06
Cl 1.709 -1.581 1.114  -0.80
C 1.356 0.568 -5.695  0.29
H -2.626 2.825 -0.872  0.17
O 2.114 2.890 6.044  -0.72
H -3.052 4.296 0.031  0.40
H -0.240 4.370 -1.196  0.27
O -1.092 1.620 1.731  -0.71
H -0.446 -0.482 -6.241  0.51
H 2.691 -3.868 -7.010  0.37
N -1.164 3.539 0.512  0.20
H 3.136 1.729 -5.395  0.38
N -1.038 -4.065 2.250  0.32
H -2.719 0.527 9.571  0.30
O 1.921 1.005 4.763  -0.67
H -0.968 5.545 -0.057  0.32
O -1.969 -2.004 2.629  -0.80
C 1.627 -0.228 -4.407  0.07
O 0.455 -0.571 -3.655  -0.12
C -3.763 1.069 7.088  -0.95
H 1.852 -1.717 -6.654  0.27
Ba 0.131 -0.121 3.153  1.68
C -0.375 -0.416 -1.022  -0.51
H 0.542 4.690 0.371  0.29
H 2.958 -4.177 -5.282  0.36
H 0.756 -5.142 2.452  0.27
C -1.581 -3.117 3.029  -0.33
H -0.731 -6.118 2.495  0.31
H -1.599 -3.403 4.087  0.67
H 0.495 2.953 1.593  0.25
H 3.940 0.902 6.868  0.30
C 2.844 0.855 6.947  -0.92
C -0.545 2.675 1.317  0.25
C 3.089 -3.438 -6.084  -1.40
H -3.202 0.034 -2.912  0.33
C 2.290 1.550 -6.064  -0.45
H -2.266 2.183 9.164  0.31
C -1.429 0.564 6.621  0.46
H 2.534 -0.192 6.917  0.24
H -1.028 0.900 9.093  0.26
H 2.274 0.399 -3.767  0.35
H 3.089 -3.178 -3.445  0.37
C 2.379 -2.158 -5.805  0.12
H -0.311 -1.510 -1.008  -0.14
N -2.389 0.863 7.513  0.12
C 1.060 1.970 -8.102  -0.39
H -3.893 0.661 6.083  0.26
H -4.431 0.574 7.800  0.32
C -2.082 1.131 8.912  -0.85
H -2.450 -0.311 -4.489  0.28
H -0.755 0.824 -8.349  0.39
Cl 0.632 -2.830 4.885  -0.69
H 4.171 -3.294 -6.230  0.26
H 2.583 1.293 7.912  0.29
O -1.603 0.476 5.390  -0.61
H -0.831 -4.820 0.350  0.34
H -3.056 2.715 0.858  0.26
H -0.285 -5.074 3.899  0.40
H -4.018 2.135 7.106  0.30
C -0.954 -3.842 0.824  -0.80
C 2.378 -1.533 -4.618  0.29
H 2.899 2.973 -7.558  0.38
H 4.006 -1.678 -3.219  0.25
H -2.455 -1.559 -3.221  0.31
H -1.129 -0.092 -0.296  0.35
C 2.996 -2.090 -3.372  -1.34
H -0.445 0.394 7.105  0.07
H -1.491 2.524 -2.586  0.35
H 2.392 -1.841 -2.489  0.24
C -2.363 -0.478 -3.405  -1.02

## Properties
Highest occupied orbital energy = -5.043 eV
E_tot = -2831.615792 a.u.
E_LUMO = 2.030 eV
Total charge = -1
Frontier orbital gap = 7.0734 eV